(1)
123
Properties=species:S:1:pos:R:3:mulliken_charge:R:1 method="wB97M-V/def2-TZVPD" mol_weight_g_mol=1024.31 total_charge=+1 e_homo_ev=-11.68 orbital_gap_ev=9.2
Br 1.486 -5.219 -1.608 -0.2012
Cl 0.756 -2.186 -2.603 -0.1007
S -1.667 -2.207 1.727 -0.3072
S 7.663 -1.756 -0.632 1.4910
P 0.237 -4.022 -0.200 0.1666
F 6.876 -1.881 0.741 -0.2827
F 4.941 -0.325 -0.016 -0.3918
F 5.378 -2.987 -1.096 -0.2528
F 9.009 -1.672 0.166 -0.2656
F 2.076 -1.740 3.447 -0.2403
F 7.797 -3.330 -0.703 -0.3123
F 7.540 -0.181 -0.569 -0.3124
F 6.172 -1.979 -2.841 -0.2966
F 8.449 -1.634 -1.993 -0.3044
F 5.493 0.394 -2.003 -0.3386
O -5.022 -1.684 -1.711 -0.2627
O -7.608 -5.727 -4.305 -0.5212
O 2.695 0.228 4.206 -0.4571
O -1.868 1.449 4.116 -0.6664
O -4.797 4.551 3.257 -0.5150
O -2.319 -0.203 0.166 0.1605
O -1.219 -4.236 -0.853 -0.3333
O -0.766 -1.553 -0.721 0.0263
O -2.954 2.110 -3.434 -0.4176
O 10.424 2.578 3.080 -0.5070
N 1.149 -0.664 1.116 1.3300
C 5.977 -1.865 -1.523 0.5249
C -1.923 1.125 2.719 0.2365
C 3.601 -1.007 -1.889 -2.5383
C 1.048 2.309 -0.060 -1.0587
C -3.120 -0.520 -0.977 -0.1063
C -6.449 -3.684 -1.710 -0.9397
C 10.395 1.200 3.440 -0.3795
C 4.994 -0.676 -1.339 1.5619
C -3.890 -1.832 -0.887 -0.6418
C -5.892 3.857 3.857 -0.1333
C 2.446 -0.438 -1.053 -1.0910
C -0.504 0.654 2.366 -0.7973
C -0.059 1.244 -0.108 -2.3243
C -0.146 0.136 0.959 0.0414
C 0.490 -2.162 -0.823 1.0075
C 0.794 3.527 0.844 -0.8587
C -4.047 2.345 -4.326 -0.3403
C 2.081 4.299 1.157 -0.6049
C 2.654 -2.466 0.421 -2.8599
C 10.272 0.296 2.227 -0.6722
C -1.185 -0.902 0.451 0.0476
C -6.401 -5.755 -5.062 -0.1023
C 2.357 -0.446 3.311 -0.2119
C 3.117 4.887 3.417 -1.2909
C -7.225 4.505 3.534 -1.1210
C -2.512 2.301 1.935 -1.1026
C 1.678 -1.410 -0.124 1.3158
C -6.616 -6.291 -6.465 -1.1242
C -6.223 -2.263 -1.220 -0.3171
C -4.454 1.085 -5.066 -0.8729
C 2.210 0.042 1.898 0.8755
C 1.977 5.159 2.434 -0.4395
H -1.202 2.130 4.264 0.3748
H -0.291 -0.153 3.075 0.2481
H -3.199 1.935 1.174 0.0660
H -1.249 -3.957 -1.783 0.3615
H -0.628 -2.214 2.576 0.2314
H 9.344 0.501 1.688 0.0981
H -3.628 0.711 -5.676 0.3271
H -6.987 -7.318 -6.433 0.3306
H 1.971 6.219 2.188 0.4150
H 9.569 1.019 4.137 0.2667
H -4.797 5.450 3.599 0.2793
H -8.049 3.948 3.980 0.3264
H -2.210 1.806 -3.961 0.2551
H 1.127 2.702 -1.075 0.6212
H 1.034 4.954 2.943 0.2689
H -6.045 -4.726 -5.097 0.2591
H 2.263 -2.989 1.290 0.4856
H 2.307 4.968 0.328 0.4320
H 3.502 -2.061 -2.124 0.5849
H -5.687 -6.282 -7.036 0.3232
H -7.259 5.528 3.914 0.3261
H 3.591 -2.010 0.729 0.2264
H -3.105 2.899 2.623 0.5923
H 3.157 5.645 4.197 0.4040
H -4.866 2.707 -3.707 0.2958
H 2.952 3.935 3.927 0.2562
H 2.910 -3.191 -0.344 0.7584
H 2.828 0.408 -0.496 0.0644
H -5.649 -6.355 -4.537 0.2645
H 2.040 1.106 1.982 -0.4229
H 2.917 3.604 1.271 0.2549
H 0.163 1.464 2.655 1.0040
H -7.176 -4.162 -1.052 0.3738
H 1.736 -0.005 -1.750 0.8041
H 0.110 4.204 0.331 0.5906
H 9.604 2.784 2.622 0.2860
H -0.008 0.751 -1.079 0.7361
H 2.042 1.942 0.172 -0.4013
H 11.326 1.008 3.968 0.3017
H 3.185 -0.069 1.426 0.2871
H -5.855 2.842 3.464 0.2704
H -6.267 -2.229 -0.128 0.2899
H 4.082 4.860 2.915 0.3367
H 10.274 -0.755 2.520 0.3201
H -3.296 -2.676 -1.246 0.0530
H -7.035 -1.633 -1.581 0.3569
H 11.099 0.470 1.539 0.2865
H -3.885 0.255 -1.003 0.4004
H -2.638 0.309 2.700 0.2782
H -1.787 2.937 1.437 -0.0261
H -4.728 0.301 -4.359 0.1033
H -3.781 3.138 -5.032 0.2893
H -5.745 3.805 4.940 0.2761
H 3.558 -0.522 -2.863 0.5466
H -7.356 -5.688 -6.991 0.3013
H 0.316 3.251 1.781 0.0132
H -5.543 -4.287 -1.693 0.2699
H -7.375 4.548 2.455 0.3064
H -2.587 -0.411 -1.920 0.1188
H -1.012 1.761 -0.133 1.1607
H -4.165 -1.998 0.158 0.5238
H 0.857 -1.434 1.731 0.5402
H -5.303 1.275 -5.723 0.3795
H -6.893 -3.705 -2.702 0.1890
H -7.940 -6.628 -4.246 0.2881

---

(2)
22
Properties=species:S:1:pos:R:3:mulliken_spin:R:1 method="wB97M-V/def2-TZVPD" mol_weight_g_mol=188.40 multiplicity=3 e_homo_ev="-5.92 / -9.27" orbital_gap_ev="6.7 / 8.7" s_squared=2.042
S -2.906 -1.385 0.152 0.0446
Si 1.197 -0.238 0.280 0.7225
Si 4.039 -1.709 0.192 0.0064
O 2.652 -0.863 -0.026 0.0663
C -2.219 1.090 -0.307 0.2968
C -1.423 -0.548 -1.940 0.5963
C -3.128 1.202 0.847 -0.1123
C -3.538 -0.136 1.166 0.2654
C -2.145 -0.194 -0.813 -0.0709
C 1.287 1.612 0.050 0.0797
H -1.412 -1.606 -2.271 0.0100
H -4.176 -0.460 1.994 0.0088
H 1.904 1.848 1.055 0.0255
H 2.052 1.840 -0.726 -0.0127
H 0.284 2.032 -0.072 -0.0175
H 4.181 -1.881 1.576 0.0031
H 0.516 -0.973 1.524 0.0996
H -0.804 0.113 -2.533 -0.0211
H -3.480 2.120 1.370 0.0005
H 3.656 -2.938 -0.498 0.0005
H -1.733 2.040 -0.692 0.0070
H 5.196 -0.967 -0.326 0.0016

---

(3)
10
Properties=species:S:1:pos:R:3:mulliken_spin:R:1 method="wB97M-V/def2-TZVPD" mol_weight_g_mol=108.12 multiplicity=3 e_homo_ev="-9.98 / -10.27" orbital_gap_ev="9.0 / 8.4" s_squared=2.101
S -1.096 0.047 -0.358 -0.0220
O -2.106 -0.154 -1.344 -0.0144
O -1.342 -0.274 1.040 0.1018
N -0.304 1.427 -0.472 0.0043
N 1.828 -0.214 0.870 1.3745
C 0.336 -1.111 -0.509 0.5445
H 2.540 -0.888 0.674 -0.0229
H 0.532 1.245 0.105 -0.0004
H 0.421 -2.054 -0.165 0.0375
H -0.810 1.976 0.159 -0.0028

---

(4)
8
Properties=species:S:1:pos:R:3:mulliken_charge:R:1 method="wB97M-V/def2-TZVPD" mol_weight_g_mol=106.58 e_homo_ev=-8.29 orbital_gap_ev=8.2
Cl 1.439 1.983 -1.341 0.0306
S 1.542 2.604 0.578 -0.3441
C 0.401 0.430 -1.510 -0.4184
C -0.184 -0.218 0.875 -0.4279
C 0.021 -0.055 -0.393 0.2734
H -1.019 0.263 1.365 0.2547
H 0.458 -0.815 1.500 0.2423
H 0.248 0.143 -2.528 0.3894

---

(5)
60
Properties=species:S:1:pos:R:3:mulliken_charge:R:1 method="wB97M-V/def2-TZVPD" mol_weight_g_mol=475.41 total_charge=-1 e_homo_ev=-5.86 orbital_gap_ev=8.6
P 0.888 -1.247 -4.301 1.0506
O 1.478 0.685 0.461 -0.9246
O 2.051 -0.462 -4.755 -0.8577
O 0.411 2.272 -1.569 -0.4115
O 0.461 -1.917 -5.670 -0.5849
O -1.473 1.865 0.328 -0.6230
O 3.059 -0.801 5.817 -0.7026
O -1.132 1.476 3.727 -0.6534
O 1.493 -1.058 -0.900 -0.7735
O 1.346 -2.336 -3.242 -0.5582
N 2.680 1.313 5.142 -0.0423
N -0.978 2.060 -1.873 0.3497
N -4.159 -2.525 -3.588 -0.6857
N 0.755 0.348 3.332 0.0966
C -0.625 -0.197 5.305 -1.1350
C -1.755 -1.056 -3.602 0.0353
C 1.711 -0.523 0.221 0.4894
C 2.611 -0.014 4.983 -0.0567
C -0.451 -0.290 -3.557 1.3170
C -3.368 -2.483 -2.502 -0.3606
C -1.865 1.803 -0.826 0.8910
C -2.172 -1.765 -2.477 -0.2247
C 2.863 -0.703 2.574 -0.9663
C 2.290 -1.425 1.335 -0.7320
C 3.290 1.985 6.284 -0.9430
C 1.866 -0.535 3.737 0.3965
C -3.335 1.465 -1.034 -1.1254
C -1.394 2.067 -3.281 -1.1732
C -0.521 1.141 -4.135 -1.1464
C -0.344 0.603 4.046 0.6632
C -2.573 -1.125 -4.731 -0.1218
C -3.759 -1.864 -4.687 -0.4931
H -0.146 -0.204 -2.514 -0.4784
H 1.357 -2.117 -5.972 0.3087
H 3.344 3.058 6.097 0.3496
H 2.254 1.877 4.418 0.2970
H -1.310 3.089 -3.661 0.3103
H -4.380 -1.906 -5.576 0.3699
H 2.692 1.801 7.178 0.2821
H 3.282 0.264 2.292 0.3748
H 1.477 -1.521 3.986 0.3134
H -2.436 1.763 -3.400 0.4132
H -3.437 0.588 -1.675 0.2422
H 0.818 0.803 2.420 0.1439
H -1.614 0.072 5.671 0.3353
H -3.670 -3.025 -1.611 0.3932
H 1.504 -1.804 -2.412 0.5951
H -2.292 -0.630 -5.653 0.3204
H -0.603 -1.259 5.070 0.3273
H 4.295 1.592 6.445 0.2869
H 0.115 0.039 6.067 0.2590
H -0.888 1.124 -5.165 0.4117
H 1.529 -2.139 1.659 0.2400
H -3.849 2.312 -1.493 0.3423
H -3.807 1.248 -0.072 0.2868
H 0.703 1.736 -0.773 0.4215
H 3.105 -2.007 0.898 0.3786
H -1.570 -1.764 -1.572 0.4971
H 0.489 1.565 -4.160 0.5363
H 3.688 -1.312 2.946 0.4479

---

(6)
78
Properties=species:S:1:pos:R:3:mulliken_spin:R:1 method="wB97M-V/def2-TZVPD" mol_weight_g_mol=853.73 multiplicity=2 total_charge=+1 e_homo_ev="-9.55 / -9.51" orbital_gap_ev="6.4 / 6.3" s_squared=0.755
Ir -0.864 0.060 -0.485 0.6991
Sb 1.901 -0.331 -0.101 0.1403
S -1.729 2.106 6.680 0.0008
O -0.208 0.904 -2.308 -0.0041
N -1.532 3.032 5.376 0.0008
N -1.036 1.329 -3.264 -0.0067
N -1.765 0.654 5.981 -0.0001
N -1.397 -0.679 1.323 -0.0154
N -1.105 1.873 0.677 0.0755
C -1.262 1.943 -5.531 -0.0016
C 3.728 0.440 -2.368 -0.0002
C -4.400 -2.670 -2.379 0.0120
C 2.167 -0.321 2.059 -0.0010
C 2.342 -2.343 -0.777 0.0032
C 2.272 1.137 2.501 -0.0007
C -3.128 -2.630 -2.927 0.0170
C -2.453 -0.913 -1.335 0.0297
C -1.808 -2.432 2.889 0.0046
C 1.275 -3.287 -0.227 0.0174
C -2.330 1.595 -3.033 -0.0071
C -2.606 2.223 -5.325 0.0025
C -3.135 2.046 -4.059 -0.0030
C -1.621 0.850 4.681 -0.0007
C -1.426 0.211 2.349 0.0076
C -4.712 -1.825 -1.321 -0.0052
C -3.752 -0.963 -0.809 0.0221
C -0.494 1.497 -4.483 0.0019
C -1.274 3.952 2.519 -0.0074
C -1.795 -1.545 3.945 -0.0033
C -2.171 -1.759 -2.415 0.0256
C 4.883 0.660 -0.131 -0.0016
C -1.156 4.203 1.166 0.0066
C -1.615 -0.191 3.671 0.0014
C -1.068 3.140 0.277 -0.0269
C -1.267 1.613 1.993 -0.0257
C 3.749 -2.858 -0.501 0.0025
C 3.267 -1.188 2.655 0.0009
C 3.571 0.805 -0.894 0.0019
C -1.333 2.630 2.950 0.0107
C -1.615 -1.967 1.595 -0.0096
C -1.487 2.221 4.333 0.0011
H -2.663 1.395 -2.026 0.0114
H 1.463 1.747 2.089 -0.0015
H -5.144 -3.350 -2.774 0.0009
H -1.332 4.753 3.244 -0.0001
H 3.227 1.840 -0.824 -0.0010
H 0.267 -2.924 -0.451 -0.0120
H 3.215 1.592 2.192 0.0001
H 4.514 -2.266 -1.001 0.0000
H -1.185 -1.741 -2.873 0.0161
H -0.800 2.060 -6.501 -0.0001
H 0.555 1.255 -4.551 0.0002
H -1.634 -2.632 0.742 0.0038
H -3.227 2.569 -6.139 0.0002
H 3.978 -2.878 0.563 -0.0002
H 2.221 1.210 3.591 -0.0001
H 5.658 1.258 -0.619 0.0003
H 4.095 -0.581 -2.490 0.0001
H -5.706 -1.843 -0.892 0.0004
H 1.375 -4.279 -0.675 0.0029
H 4.451 1.105 -2.847 -0.0001
H 1.369 -3.406 0.856 0.0021
H 3.843 -3.883 -0.873 0.0009
H 3.106 -2.245 2.442 -0.0002
H -1.967 -3.489 3.048 -0.0003
H -1.932 -1.870 4.968 0.0000
H -1.125 5.215 0.788 0.0006
H 3.287 -1.076 3.743 0.0002
H 5.233 -0.371 -0.115 0.0002
H -4.175 2.248 -3.847 -0.0002
H -2.875 -3.276 -3.759 0.0009
H 2.204 -2.257 -1.859 0.0105
H -4.022 -0.310 0.016 -0.0022
H 4.809 1.006 0.900 -0.0002
H 1.200 -0.707 2.402 0.0006
H 2.784 0.522 -2.911 0.0002
H 4.254 -0.914 2.281 -0.0004
H -0.935 3.300 -0.786 0.0013

---

| no. | largest force on an atom (Eh/bohr) | electronic energy (eV) |
| --- | --- | --- |
| 1 | 0.021 | -196893.102 |
| 2 | 0.075 | -35051.911 |
| 3 | 0.115 | -19003.860 |
| 4 | 0.014 | -26512.997 |
| 5 | 0.051 | -52802.715 |
| 6 | 0.019 | -63487.640 |